(1)
The following is a DFT calculation (ωB97M-V/def2-TZVPD) of C24H36AuN4O2S as an isolated structure.

Net charge = +1
E_LUMO = -4.4 eV
Energy relative to the best compared isomer or geometry (same formula, charge and spin) = 0.369 eV
HOMO-LUMO gap = 6.2 eV

```
68
Properties=species:S:1:pos:R:3:forces:R:3:nbo_charge:R:1
Au 0.743 -0.092 -1.689 -0.54 -0.39 -0.34 0.738
C 1.059 3.394 2.881 0.03 -0.03 -0.12 -0.408
N 0.891 2.659 1.632 -0.18 0.06 0.10 -0.460
C 0.798 3.500 0.448 0.14 -0.07 0.09 -0.402
C 1.372 1.386 1.450 -0.14 -0.11 -0.03 0.812
O 1.902 1.054 0.388 0.42 0.19 0.05 -0.741
N 1.191 0.485 2.464 0.01 0.03 0.16 -0.450
C 1.887 -0.790 2.416 -0.07 0.12 -0.03 -0.406
C 0.159 0.589 3.481 0.04 -0.03 -0.11 -0.407
H 1.787 4.196 2.737 0.00 0.00 0.00 0.202
H 1.431 2.749 3.670 0.00 -0.03 -0.01 0.216
H 0.117 3.844 3.203 0.00 -0.02 0.01 0.199
H 0.056 4.277 0.631 -0.01 0.00 0.00 0.201
H 0.493 2.902 -0.406 -0.03 -0.01 -0.01 0.223
H 1.756 3.976 0.212 -0.01 0.00 0.00 0.192
H 2.574 -0.791 1.577 0.02 0.01 0.00 0.231
H 1.175 -1.612 2.292 0.00 0.01 -0.02 0.192
H 2.445 -0.947 3.342 -0.02 -0.03 0.02 0.199
H -0.531 1.395 3.248 0.03 0.01 0.00 0.221
H 0.578 0.748 4.479 -0.02 0.01 -0.01 0.199
H -0.410 -0.347 3.502 0.01 0.02 -0.01 0.196
C -0.402 3.116 -5.666 0.09 -0.07 0.05 -0.619
C 0.581 1.952 -5.553 -0.12 0.22 -0.03 -0.600
S 1.596 2.138 -4.059 -0.06 0.08 0.02 1.246
O 1.683 0.750 -3.446 0.17 -0.14 0.10 -1.030
C 3.219 2.381 -4.816 -0.01 -0.10 0.06 -0.585
C 3.759 1.122 -5.477 -0.02 0.00 -0.01 -0.630
H -0.985 3.029 -6.583 0.02 -0.02 0.01 0.233
H 0.121 4.074 -5.692 -0.03 -0.03 -0.02 0.215
H -1.091 3.129 -4.821 0.02 0.01 -0.03 0.221
H 1.232 1.892 -6.424 0.00 -0.08 0.02 0.229
H 0.078 0.995 -5.418 -0.01 -0.02 0.00 0.253
H 3.857 2.700 -3.991 0.00 0.01 -0.02 0.244
H 3.096 3.220 -5.506 0.03 0.01 0.06 0.233
H 3.635 0.270 -4.811 0.05 0.03 -0.01 0.242
H 4.822 1.247 -5.680 -0.04 0.02 -0.02 0.235
H 3.257 0.904 -6.420 0.01 0.01 0.03 0.212
N 4.033 -0.389 -1.268 0.02 -0.02 -0.14 -0.676
N 3.008 -1.340 -1.548 0.00 0.30 0.02 -0.708
H 4.873 -0.833 -0.920 0.06 -0.07 0.13 0.334
H 3.673 0.249 -0.570 -0.06 0.07 0.02 0.377
H 2.885 -2.034 -0.823 0.11 -0.16 0.09 0.345
H 3.215 -1.800 -2.420 0.03 -0.06 -0.15 0.364
C -0.553 -0.922 -0.517 -0.56 0.04 0.53 -0.091
C -1.366 -1.373 0.314 0.73 0.30 -0.81 -0.310
C -2.208 -1.911 1.230 0.02 -0.17 0.17 0.155
C -1.976 -3.308 1.625 -0.09 -0.02 0.08 -0.046
C -1.559 -4.237 0.666 -0.01 0.01 -0.03 -0.164
C -1.322 -5.552 1.023 -0.01 -0.01 -0.01 -0.210
C -1.479 -5.954 2.345 0.02 0.05 -0.03 -0.159
C -1.859 -5.032 3.312 0.01 -0.02 0.03 -0.215
C -2.110 -3.718 2.957 -0.02 0.06 -0.01 -0.185
C -3.272 -1.097 1.800 -0.15 -0.03 0.17 -0.063
C -3.239 0.296 1.638 0.09 0.03 -0.01 -0.163
C -4.237 1.086 2.167 -0.07 0.03 0.05 -0.207
C -5.295 0.502 2.860 0.02 -0.03 -0.05 -0.143
C -5.360 -0.879 3.000 -0.02 0.01 0.01 -0.220
C -4.359 -1.676 2.474 0.06 -0.02 -0.09 -0.155
H -1.452 -3.919 -0.364 0.03 0.00 0.02 0.231
H -1.015 -6.265 0.268 -0.04 0.02 0.04 0.230
H -1.296 -6.985 2.623 0.00 0.03 -0.01 0.229
H -1.959 -5.339 4.345 0.02 0.02 -0.04 0.230
H -2.373 -2.995 3.719 -0.04 -0.01 0.00 0.224
H -2.414 0.742 1.096 0.00 -0.01 0.03 0.236
H -4.201 2.160 2.038 0.00 -0.02 0.02 0.227
H -6.080 1.122 3.276 0.04 -0.02 -0.02 0.229
H -6.198 -1.337 3.510 0.03 0.03 -0.02 0.232
H -4.435 -2.752 2.546 0.00 0.01 0.02 0.230
```
Forces are in eV/Å.

=====

(2)
The following is a DFT calculation (ωB97M-V/def2-TZVPD) of a 2-piece molecular cluster, C24H36BFI2N3O7P overall.

E_LUMO = -1.1 eV
Energy relative to the best compared isomer or geometry (same formula, charge and spin) = 20.983 eV
HOMO-LUMO gap = 5.5 eV

```
75
Properties=species:S:1:pos:R:3:forces:R:3:lowdin_charge:R:1
C -2.542 -2.226 2.832 -0.58 0.13 -1.28 -0.176
C -2.921 -0.674 3.195 -1.59 -1.96 0.86 -0.393
P -1.587 0.624 2.913 -1.81 1.74 1.93 1.085
C -0.387 0.535 4.393 1.15 -0.79 1.73 -0.388
C 1.012 1.383 4.206 0.24 0.09 -0.30 -0.144
C -0.761 0.664 1.231 3.89 -0.31 0.16 -0.432
O -0.475 2.069 0.916 -1.29 -1.52 1.14 0.044
B -1.241 3.022 1.730 -1.68 1.22 2.53 -0.615
O -0.662 3.798 2.885 -2.66 -2.50 -1.65 0.029
O -2.675 3.372 1.427 3.55 -0.14 -1.95 0.019
O 0.451 -0.192 1.458 -2.29 1.34 -0.91 -0.282
C 1.201 -0.682 0.240 -0.90 2.65 2.26 -0.235
C 2.249 0.616 0.113 1.54 0.22 0.06 -0.052
C 3.712 0.253 -0.508 2.59 -0.16 -2.35 -0.230
N 4.288 0.764 -1.645 -2.09 -1.63 3.77 0.020
C 1.789 -2.078 0.870 2.32 -3.00 -2.79 -0.499
I 1.508 -2.491 3.052 0.28 0.50 -1.95 0.970
C 2.551 -3.143 0.180 -2.06 1.80 3.24 -0.696
C 3.078 -4.512 0.987 0.38 0.65 -1.08 -0.215
I 3.073 -3.005 -1.917 -0.47 -0.09 1.45 0.924
C -0.149 -0.703 -0.740 0.19 -4.79 -1.92 -0.161
C -0.653 -2.299 -0.723 0.86 -0.56 0.29 -0.095
O -1.941 -2.491 -1.469 1.92 0.60 1.11 -0.136
N -1.773 -3.664 -2.145 -4.95 -1.42 -1.83 -0.024
O -2.872 -4.030 -2.570 4.04 1.01 1.21 0.031
C 0.007 -0.460 -2.340 0.43 1.02 -1.54 -0.103
C 0.663 0.942 -2.843 2.45 4.23 -1.95 -0.088
C 0.126 2.469 -2.435 2.73 0.09 -2.39 -0.025
C 0.804 3.868 -3.020 1.57 -2.95 -1.34 -0.067
C 2.076 3.846 -4.053 -1.70 -4.99 1.34 -0.062
C 2.643 2.356 -4.482 -3.19 0.80 2.32 -0.021
C 1.958 0.944 -3.903 -0.75 2.48 0.62 -0.117
C 2.652 -0.434 -4.507 -0.10 0.99 -0.82 -0.163
N -1.348 -0.072 0.010 -0.81 0.45 0.75 0.027
C -2.443 0.599 -0.773 -4.67 0.58 0.46 -0.019
C -3.998 0.195 0.004 -2.69 2.18 -1.55 -0.127
C -5.388 0.769 -0.863 3.10 1.65 4.00 0.019
O -4.820 1.411 0.540 1.17 -4.66 -2.69 -0.216
H -2.716 -2.967 3.719 0.70 1.47 -1.73 0.093
H -1.464 -2.226 2.384 -1.84 -0.51 1.26 -0.003
H -3.270 -2.581 1.956 1.51 0.59 1.80 0.075
H -3.155 -0.675 4.368 0.76 0.48 -2.51 0.111
H -3.985 -0.449 2.702 2.59 0.07 1.02 0.084
H -0.167 -0.577 4.768 -0.46 2.37 -1.11 0.048
H -0.952 1.047 5.312 0.73 -1.10 -2.30 0.103
H 0.946 2.338 4.883 0.26 -1.90 -1.41 0.085
H 1.122 1.733 3.091 -0.03 -0.66 2.35 0.066
H 1.977 0.741 4.491 -2.30 1.38 -0.70 0.101
H -1.428 3.796 3.561 1.68 0.36 -1.67 0.130
H -2.699 3.651 0.454 -0.26 -0.57 1.95 0.110
H 2.463 0.925 1.249 -0.10 -1.17 -2.46 0.135
H 1.749 1.562 -0.364 0.79 -2.18 0.48 0.114
H 4.383 -0.512 0.116 -2.00 1.80 -0.61 0.096
H 5.251 0.340 -1.777 -1.43 0.42 0.67 0.042
H 3.621 -5.235 0.226 -1.08 1.73 1.51 0.068
H 3.855 -4.118 1.782 -1.72 -1.00 -1.48 0.086
H 2.188 -5.122 1.445 1.69 1.51 -0.70 0.066
H -0.857 -2.711 0.350 0.52 1.03 -1.74 0.133
H 0.105 -3.025 -1.238 -1.19 1.68 1.07 0.095
H 0.694 -1.342 -2.759 -1.32 2.03 1.27 0.076
H -1.000 -0.590 -2.967 1.94 0.23 1.83 0.136
H -0.772 2.615 -1.701 1.98 -0.39 -1.56 0.050
H 0.370 4.938 -2.731 0.90 -2.77 -0.51 0.085
H 2.602 4.771 -4.541 -1.35 -1.84 1.29 0.083
H 3.548 2.320 -5.259 -2.24 -0.16 2.00 0.100
H 1.886 -1.326 -4.608 1.59 1.80 0.45 0.061
H 2.968 -0.165 -5.624 -0.69 -0.58 2.40 0.084
H 3.651 -0.738 -3.945 -2.37 0.74 -0.90 0.043
H -1.905 -0.819 0.526 1.26 0.45 -0.99 0.134
H -2.500 1.761 -0.690 0.77 -2.39 -0.32 0.125
H -2.672 0.162 -1.829 1.29 0.86 2.02 0.145
H -4.088 -0.918 0.575 0.17 3.30 -1.55 0.154
H -5.190 1.753 -1.494 -0.75 -2.93 0.59 0.129
H -6.426 0.252 -0.706 2.30 1.10 -0.51 0.114
F 4.665 0.049 2.025 -0.40 -0.19 -0.13 -0.742
```
Forces are in eV/Å.

=====

(3)
The following is a DFT calculation (ωB97M-V/def2-TZVPD) of a 2-piece molecular cluster, C24H36BN3O4 overall.

E_LUMO = 0.1 eV
Energy relative to the best compared isomer or geometry (same formula, charge and spin) = 0.000 eV
SMILES = CC(C)(C)CC(C)(C)c1ccc(OCCOCC[C@@H](C#N)[C@H](C#N)B(O)O)cc1.CC#N
HOMO-LUMO gap = 8.5 eV

```
68
Properties=species:S:1:pos:R:3:forces:R:3:nbo_charge:R:1
C 4.046 0.070 2.758 0.55 0.10 0.00 -0.619
C 4.985 -0.224 1.573 0.75 0.47 0.27 -0.045
C 6.219 0.712 1.739 -0.12 -0.66 -0.50 -0.594
C 5.552 -1.655 1.644 -0.93 0.00 0.02 -0.612
C 4.397 0.129 0.192 -0.45 0.09 0.49 -0.386
C 2.997 -0.391 -0.254 -0.34 -0.24 -0.74 -0.058
C 2.557 -1.731 0.364 0.15 0.07 -0.48 -0.611
C 3.108 -0.672 -1.780 0.27 0.08 0.46 -0.606
C 1.894 0.661 -0.062 0.01 0.19 0.19 -0.032
C 1.549 1.572 -1.065 0.07 0.16 0.07 -0.177
C 0.533 2.494 -0.901 0.02 0.11 -0.09 -0.254
C -0.199 2.549 0.277 0.21 -0.08 -0.20 0.284
O -1.221 3.459 0.317 0.26 -0.11 0.36 -0.481
C -2.216 3.223 1.281 -0.71 0.24 -0.14 -0.086
C -3.022 1.931 1.003 0.29 0.02 0.36 -0.097
O -3.030 1.616 -0.371 -0.18 -0.05 0.14 -0.543
C -2.476 0.358 -0.719 0.01 -0.45 -0.45 -0.061
C -3.267 -0.832 -0.177 0.24 0.25 0.16 -0.425
C -4.786 -0.681 -0.381 -0.28 -0.22 0.45 -0.304
C -5.228 -1.408 -1.580 0.46 -0.06 -0.04 0.272
N -5.431 -2.086 -2.484 -0.25 0.22 -0.04 -0.299
C -5.580 -1.215 0.857 -0.22 -0.23 -0.04 -0.663
C -5.440 -2.670 0.963 -0.03 0.11 0.10 0.289
N -5.354 -3.809 1.065 0.08 -0.02 -0.01 -0.304
B -7.134 -0.796 0.802 -0.33 -0.25 0.19 1.181
O -7.522 0.462 1.205 0.15 -0.10 -0.96 -0.882
O -8.072 -1.712 0.397 0.59 0.18 -0.18 -0.906
C 0.144 1.682 1.305 -0.20 0.14 0.04 -0.274
C 1.171 0.766 1.122 0.14 -0.32 -0.05 -0.211
H 4.665 0.318 3.624 -0.07 -0.09 0.08 0.208
H 3.443 -0.787 3.057 -0.26 0.10 -0.21 0.204
H 3.442 0.954 2.557 -0.19 -0.11 0.04 0.217
H 6.996 0.369 1.049 0.04 0.20 -0.03 0.202
H 5.983 1.748 1.495 0.01 0.08 0.24 0.206
H 6.622 0.610 2.746 0.01 0.21 0.04 0.203
H 4.762 -2.361 1.913 0.08 -0.06 -0.02 0.206
H 5.923 -1.953 0.663 0.32 -0.04 0.11 0.207
H 6.322 -1.736 2.411 0.14 0.01 -0.11 0.209
H 4.339 1.222 0.163 -0.02 -0.01 -0.12 0.211
H 5.133 -0.143 -0.569 0.03 -0.15 0.07 0.204
H 1.713 -2.103 -0.222 -0.14 0.05 0.17 0.218
H 3.357 -2.459 0.224 -0.01 -0.04 0.23 0.209
H 2.263 -1.677 1.407 0.13 -0.09 0.05 0.204
H 3.721 0.111 -2.232 -0.14 -0.05 -0.28 0.198
H 2.126 -0.717 -2.248 0.14 0.00 0.03 0.229
H 3.614 -1.628 -1.933 0.09 0.07 -0.01 0.205
H 2.062 1.589 -2.017 0.07 -0.14 0.02 0.214
H 0.285 3.176 -1.704 -0.07 -0.01 0.03 0.223
H -1.829 3.222 2.304 0.09 -0.11 -0.03 0.173
H -2.895 4.075 1.224 0.13 0.06 -0.19 0.194
H -2.620 1.121 1.619 0.06 -0.14 -0.24 0.174
H -4.052 2.091 1.344 0.01 0.05 0.01 0.169
H -2.480 0.314 -1.809 -0.02 0.22 0.02 0.203
H -1.430 0.271 -0.414 -0.03 0.07 0.08 0.205
H -3.063 -0.938 0.891 -0.13 -0.01 0.03 0.207
H -2.897 -1.747 -0.640 -0.01 0.01 -0.04 0.248
H -5.021 0.380 -0.495 0.08 0.02 -0.08 0.254
H -5.146 -0.790 1.767 0.12 0.15 -0.11 0.265
H -6.892 1.128 0.904 0.06 0.15 0.56 0.493
H -8.468 -1.471 -0.448 -0.45 -0.03 0.24 0.513
H -0.397 1.692 2.242 0.06 -0.03 0.03 0.205
H 1.402 0.084 1.928 -0.10 0.08 0.08 0.211
C 0.186 -0.989 -5.492 0.03 -0.03 -0.29 -0.724
C 0.044 -0.803 -4.056 -0.05 0.01 0.03 0.312
N -0.062 -0.656 -2.923 -0.18 -0.06 -0.08 -0.355
H 1.009 -0.389 -5.877 0.01 0.03 0.09 0.256
H 0.387 -2.034 -5.725 -0.01 -0.02 0.09 0.259
H -0.725 -0.693 -6.009 -0.04 0.02 0.08 0.259
```
Forces are in eV/Å.